1.
Formula: C5H12O3
Source: the OMol25 dataset
Level of theory: the ωB97M-V functional and the def2-TZVPD basis

Structure (ORCA input):
```
! wB97M-V def2-TZVPD RIJCOSX def2/J DEFGRID3
* xyz 0 1
C 1.060 -1.546 -0.168
C 2.099 0.580 -0.537
C -0.479 0.728 1.541
C 0.676 -0.102 -0.731
C -0.397 0.636 0.032
O -1.134 1.376 -0.685
O -3.045 0.059 -0.403
O -2.092 -0.769 0.258
H 1.452 -1.579 0.843
H 1.635 -2.001 -0.830
H 0.066 -1.996 0.016
H 2.692 0.174 -1.276
H 2.373 0.572 0.435
H 1.921 1.544 -0.917
H -0.354 1.760 1.807
H -1.404 0.379 1.955
H 0.230 0.224 2.146
H 0.249 -0.287 -1.661
H -2.043 0.859 -0.887
H -3.503 -0.612 -0.940
*
```

Calculated values
E_HOMO in eV: -8.78
Orbital gap in eV: 9.5
LUMO energy in hartree: 0.028


2.
Formula: C5H7F2N
Source: the OMol25 dataset
Level of theory: the ωB97M-V functional and the def2-TZVPD basis

Structure (ORCA input):
```
! wB97M-V def2-TZVPD RIJCOSX def2/J DEFGRID3
* xyz 0 1
C 2.363 0.178 0.103
C 1.189 -0.334 -0.235
F 0.730 -1.583 -0.221
C -0.009 0.517 -0.060
F 0.050 1.830 0.049
C -1.296 0.110 -1.014
N -1.978 -0.569 0.184
C -0.873 -0.251 1.071
H 2.519 1.211 0.260
H 3.505 -0.312 0.183
H -1.036 -0.451 -1.767
H -1.839 1.141 -1.163
H -3.023 -0.231 0.177
H -0.397 -1.264 1.367
H -1.138 0.355 2.005
*
```

Calculated values
E_HOMO in eV: -8.76
SMILES: C=C(F)C1(F)CNC1
Orbital gap in eV: 9.7
LUMO energy in hartree: 0.035


3.
Formula: C3H9NO3
Source: the OMol25 dataset
Level of theory: the ωB97M-V functional and the def2-TZVPD basis

Structure (ORCA input):
```
! wB97M-V def2-TZVPD RIJCOSX def2/J DEFGRID3
* xyz 0 1
N -1.614 -1.047 1.322
C -0.428 -0.941 0.493
O -0.531 -1.850 -0.562
C -0.332 0.556 -0.028
C 0.956 0.686 -0.803
O 2.024 0.716 0.091
O 0.866 1.922 -1.575
H -1.572 -0.405 2.103
H -1.696 -1.989 1.691
H 0.508 -1.208 1.010
H -1.392 -1.714 -0.978
H -1.191 0.741 -0.671
H -0.323 1.230 0.828
H 1.057 -0.108 -1.553
H 2.852 0.739 -0.403
H 0.816 2.669 -0.964
*
```

Calculated values
E_HOMO in eV: -9.68
SMILES: N[C@@H](O)CC(O)O
Orbital gap in eV: 10.5
LUMO energy in hartree: 0.030


4.
Formula: C39H38AsBaCl4N11O4P2
Source: the OMol25 dataset
Level of theory: the ωB97M-V functional and the def2-TZVPD basis

Structure (ORCA input):
```
! wB97M-V def2-TZVPD RIJCOSX def2/J DEFGRID3
* xyz -2 1
Ba 0.073 -0.985 1.273
N -0.532 1.509 4.762
C -1.540 0.612 4.468
N -2.568 0.463 5.293
N -3.364 -0.426 4.663
N -2.833 -0.780 3.542
N -1.649 -0.142 3.372
C 0.630 1.736 4.047
N 1.344 2.838 4.255
N 2.383 2.712 3.407
N 2.284 1.605 2.746
N 1.164 0.944 3.121
H -0.660 2.053 5.595
O -1.889 0.411 -0.421
P -1.606 1.666 -1.158
C -0.168 1.565 -2.279
P 1.353 1.510 -1.293
O 1.078 0.968 0.064
C 1.975 3.201 -1.156
C 2.078 4.093 -2.219
C 2.558 5.373 -1.997
C 2.946 5.756 -0.717
C 2.859 4.861 0.339
C 2.369 3.580 0.126
C 2.530 0.560 -2.255
C 2.596 0.649 -3.645
C 3.530 -0.103 -4.337
C 4.385 -0.949 -3.639
C 4.310 -1.047 -2.260
C 3.382 -0.291 -1.558
C -2.932 2.074 -2.342
C -3.774 3.174 -2.220
C -4.805 3.369 -3.128
C -5.012 2.463 -4.157
C -4.189 1.349 -4.274
C -3.159 1.156 -3.369
C -1.344 3.108 -0.123
C -1.112 4.364 -0.687
C -0.811 5.439 0.132
C -0.722 5.254 1.507
C -0.944 4.005 2.068
C -1.262 2.926 1.254
H -0.194 2.364 -3.021
H -0.254 0.610 -2.807
H 1.787 3.792 -3.221
H 2.635 6.073 -2.821
H 3.322 6.759 -0.550
H 3.161 5.146 1.339
H 2.304 2.872 0.946
H 1.909 1.291 -4.186
H 3.579 -0.050 -5.418
H 5.096 -1.561 -4.180
H 4.941 -1.746 -1.729
H 3.278 -0.389 -0.487
H -3.625 3.876 -1.409
H -5.457 4.228 -3.027
H -5.821 2.615 -4.860
H -4.359 0.628 -5.063
H -2.536 0.271 -3.439
H -1.148 4.501 -1.762
H -0.615 6.411 -0.303
H -0.452 6.085 2.146
H -0.829 3.858 3.133
H -1.429 1.944 1.685
Cl 4.764 -6.567 -0.586
C 3.699 -5.501 0.283
C 3.409 -5.738 1.611
Cl 4.113 -7.092 2.442
C 2.554 -4.855 2.292
Cl 2.156 -5.152 3.963
C 1.978 -3.730 1.691
O 1.161 -2.931 2.299
C 2.300 -3.468 0.303
O 1.768 -2.437 -0.261
C 3.138 -4.378 -0.349
Cl 3.453 -4.110 -2.049
C -3.427 -3.874 4.690
N -2.135 -3.922 4.015
C -1.033 -3.309 4.748
C -2.152 -3.956 2.692
N -2.172 -4.080 1.540
H -3.321 -4.358 5.663
H -4.169 -4.415 4.105
H -3.754 -2.839 4.827
H -0.816 -3.928 5.622
H -1.318 -2.305 5.074
H -0.144 -3.266 4.122
C -2.794 -3.297 -1.940
As -0.997 -2.955 -1.226
C -0.343 -4.784 -1.135
C -0.150 -2.447 -2.933
H -2.768 -3.945 -2.821
H -3.271 -2.352 -2.204
H -3.377 -3.770 -1.151
H 0.628 -4.852 -1.623
H -1.045 -5.465 -1.620
H -0.228 -5.073 -0.092
H -0.192 -3.268 -3.653
H 0.894 -2.198 -2.735
H -0.653 -1.578 -3.369
*
```

Calculated values
E_HOMO in eV: -1.60
Orbital gap in eV: 5.0
LUMO energy in hartree: 0.126


5.
Formula: C6H15N
Source: the OMol25 dataset
Level of theory: the ωB97M-V functional and the def2-TZVPD basis

Structure (ORCA input):
```
! wB97M-V def2-TZVPD RIJCOSX def2/J DEFGRID3
* xyz 0 1
C 1.274 -1.904 1.458
N 1.130 -0.615 0.821
C 0.120 -0.466 -0.205
C -1.288 -0.952 0.211
C 0.099 0.997 -0.681
C -0.506 1.112 -2.099
C -0.523 1.961 0.341
H 2.021 -2.524 0.944
H 0.338 -2.473 1.475
H 1.580 -1.780 2.493
H 1.253 0.167 1.441
H 0.454 -1.065 -1.055
H -1.439 -0.783 1.274
H -2.031 -0.348 -0.326
H -1.473 -1.977 -0.106
H 1.146 1.288 -0.775
H -0.799 0.132 -2.490
H -1.388 1.755 -2.107
H 0.211 1.561 -2.788
H 0.261 2.572 0.801
H -1.124 1.492 1.122
H -1.182 2.684 -0.142
*
```

Calculated values
E_HOMO in eV: -8.28
SMILES: CN[C@@H](C)C(C)C
Orbital gap in eV: 9.4
LUMO energy in hartree: 0.041